Record 1
Density functional theory data (ωB97M-V with the def2-TZVPD basis set) for a structure of composition C21H39N8Pt at a distorted geometry.

The geometry in XYZ format:
```
69
Properties=species:S:1:pos:R:3:forces:R:3
Pt 0.424 -0.106 0.474 -1.0 0.4 1.0
C 0.542 -3.129 1.231 0.0 0.3 0.0
N -0.193 -3.570 0.078 0.1 -0.2 -0.1
C -0.675 -4.936 0.093 -0.1 -0.2 0.1
C -1.520 -5.014 -1.171 0.0 -0.2 0.0
N -1.714 -3.622 -1.535 0.1 -0.2 0.3
C -2.319 -3.403 -2.831 -0.2 0.2 -0.2
C -0.921 -2.799 -0.779 -0.1 0.3 -0.3
N -0.842 -1.502 -0.815 0.2 0.2 0.1
C -1.721 -0.714 -1.656 -0.4 0.2 0.1
C -2.125 0.619 -1.008 -0.2 -0.2 -0.1
N -0.976 1.460 -0.769 0.3 -0.9 0.5
C -1.026 2.748 -0.672 0.2 0.2 0.0
N 0.114 3.479 -0.486 -0.2 0.2 0.1
C 1.383 2.988 -0.028 0.2 -0.3 -0.1
C -0.180 4.882 -0.291 0.0 0.2 0.1
C -1.604 4.989 -0.817 0.2 0.3 -0.1
N -2.086 3.620 -0.747 0.2 0.0 0.3
C -3.401 3.410 -1.302 -0.2 -0.3 -0.1
H 1.507 -3.639 1.273 0.0 0.1 0.0
H -0.004 -3.352 2.152 0.0 0.0 0.0
H 0.705 -2.033 1.162 0.1 -0.6 0.2
H -1.276 -5.119 0.993 0.1 0.0 0.0
H 0.157 -5.643 0.085 -0.1 0.0 0.0
H -2.487 -5.500 -1.012 0.2 0.0 0.0
H -0.994 -5.539 -1.978 -0.1 0.0 0.1
H -2.278 -4.339 -3.388 0.0 0.0 0.0
H -1.789 -2.653 -3.413 0.0 0.0 0.0
H -3.372 -3.123 -2.736 0.1 0.0 -0.1
H -2.660 -1.240 -1.839 0.0 0.1 -0.1
H -1.238 -0.494 -2.619 -0.1 0.0 0.0
H -2.637 0.410 -0.059 -0.1 0.0 -0.1
H -2.831 1.077 -1.703 0.0 -0.1 0.1
H 1.311 1.914 0.212 0.2 0.5 -0.1
H 1.687 3.526 0.874 0.0 0.0 0.0
H 2.155 3.129 -0.791 0.0 -0.1 0.0
H 0.529 5.503 -0.842 -0.1 0.0 0.0
H -0.118 5.148 0.773 0.0 0.0 -0.1
H -1.623 5.343 -1.856 0.0 0.0 0.1
H -2.229 5.648 -0.210 0.0 0.0 -0.1
H -3.972 4.326 -1.154 0.0 0.0 0.0
H -3.928 2.610 -0.787 0.0 0.0 -0.1
H -3.370 3.206 -2.378 0.0 0.0 0.0
C 0.902 0.939 4.727 0.0 -0.2 -0.3
C 0.476 -0.030 3.614 0.0 -0.1 0.0
C -0.635 -0.950 4.119 0.3 0.0 -0.2
C 0.032 0.755 2.381 0.5 0.3 -0.8
H 1.229 0.382 5.602 0.0 0.0 0.1
H 0.066 1.574 5.012 -0.1 0.1 0.1
H 1.726 1.570 4.401 0.1 0.1 0.0
H 1.356 -0.647 3.379 -0.1 0.1 -0.1
H -1.462 -0.367 4.518 -0.1 0.1 0.0
H -0.272 -1.598 4.913 0.0 -0.1 0.1
H -1.011 -1.565 3.305 -0.1 -0.1 0.0
H 0.570 1.710 2.369 -0.1 0.0 -0.1
H -1.041 0.981 2.438 0.1 -0.1 -0.2
N 1.499 0.420 -2.390 -0.3 0.0 -0.2
C 2.652 0.088 -1.773 0.4 -0.2 0.2
C 3.905 0.249 -2.392 0.0 0.0 0.0
C 5.039 -0.132 -1.716 -0.3 0.0 0.1
C 4.914 -0.665 -0.433 0.0 -0.1 0.1
C 3.654 -0.792 0.106 0.5 0.0 0.0
N 2.543 -0.429 -0.538 -0.1 0.2 0.0
H 1.529 0.937 -3.252 0.0 0.0 0.1
H 0.663 0.478 -1.811 0.2 0.3 -0.4
H 3.958 0.688 -3.376 0.0 0.0 -0.1
H 6.013 -0.013 -2.165 0.1 0.0 -0.1
H 5.781 -0.954 0.134 0.1 -0.1 0.1
H 3.513 -1.194 1.099 0.0 0.0 0.1
```
Positions in Å, forces in eV/Å.

Values from the calculation:
LUMO (spin up / spin down): -3.46 / -3.22 eV
Orbital gap (spin up / spin down): 6.87 / 7.08 eV
Total charge: +1

Atomic partial charges in e from the Mulliken method, atoms 1 to 4: 1.654, -0.338, 0.120, -0.678

***

Record 2
Density functional theory data (ωB97M-V with the def2-TZVPD basis set) for a structure of composition C36H33O2SiV at a distorted geometry.

The geometry in XYZ format:
```
73
Properties=species:S:1:pos:R:3:forces:R:3
C 1.304 -1.498 -0.195 -0.8 -0.3 -0.3
C 0.118 -2.059 -0.792 1.4 -0.2 -1.1
C 0.424 -2.309 -2.176 0.3 0.6 0.6
H -0.791 -2.330 -0.297 -0.2 0.2 0.2
C 1.755 -1.803 -2.452 -1.1 -0.7 0.4
C 2.276 -1.342 -1.217 -0.9 -0.4 0.1
H 3.257 -0.958 -1.064 0.5 0.3 0.0
H 1.426 -1.317 0.882 -0.2 0.2 -0.8
H -0.224 -2.808 -2.901 0.2 0.3 0.4
H 2.302 -1.977 -3.387 -0.3 0.6 0.5
C -0.178 2.281 -1.736 1.5 -0.2 0.5
C 0.227 1.967 -0.385 0.5 0.0 -2.0
C 1.579 1.500 -0.437 -0.5 0.5 0.1
H -0.397 2.084 0.470 -0.2 -0.4 0.4
C 2.063 1.644 -1.776 -0.8 -0.4 -0.5
C 0.970 2.056 -2.602 0.0 0.8 1.5
H 1.018 2.238 -3.669 0.0 -0.2 0.2
H -1.164 2.640 -2.049 0.5 -0.3 0.2
H 2.145 1.161 0.435 -0.3 0.2 -0.6
H 3.080 1.460 -2.144 -0.6 -0.1 0.3
V 0.379 0.007 -1.801 3.2 0.6 2.4
O -0.552 0.186 -3.208 -3.8 0.2 -0.8
C -1.436 -0.308 -4.232 3.0 -0.5 -0.6
C -0.271 -0.847 -5.016 0.0 0.2 -1.9
H -2.057 -1.102 -3.880 -0.7 -0.2 0.4
H -1.966 0.491 -4.777 0.1 -0.3 0.6
H 0.149 -1.840 -4.770 -0.4 0.8 -0.3
H 1.681 -1.608 -6.668 -0.2 0.2 -0.4
C 1.258 -0.644 -6.961 -0.9 0.6 0.9
C 0.363 -0.009 -6.000 0.3 -1.2 -0.6
C -0.004 1.345 -6.245 -0.6 -0.8 1.0
H -0.586 1.859 -5.453 0.5 -0.1 -0.8
C 0.255 1.919 -7.464 0.0 0.6 -0.8
H -0.073 2.956 -7.640 0.2 -0.6 0.0
C 0.878 1.192 -8.493 0.2 -0.2 0.5
H 0.959 1.612 -9.494 0.1 0.0 0.3
C 1.441 -0.072 -8.206 0.0 0.2 -0.1
H 2.003 -0.614 -8.977 -0.2 0.3 0.4
O -0.948 -0.102 1.012 0.2 -0.1 -0.1
Si -0.768 -0.119 2.584 -0.6 0.2 -0.4
C 0.142 -1.607 3.274 0.2 -0.5 -0.4
C 1.049 -1.524 4.341 -0.1 -1.3 0.0
C 1.569 -2.703 4.916 -0.4 0.1 -0.3
C 1.198 -3.961 4.411 0.2 0.8 0.0
C 0.374 -4.026 3.289 -0.4 -0.6 -0.6
C -0.156 -2.871 2.706 1.0 0.3 1.5
C 0.194 1.334 3.324 0.5 -0.3 -0.4
C 1.566 1.458 3.012 -0.5 0.7 0.6
C 2.335 2.477 3.592 0.3 -0.6 -0.6
C 1.783 3.334 4.526 -1.4 0.2 0.4
C 0.407 3.209 4.855 0.6 -0.3 -0.5
C -0.383 2.220 4.230 0.9 0.9 0.5
C -2.441 -0.099 3.468 0.5 -0.6 0.0
C -2.694 -0.824 4.654 -1.0 1.0 -0.5
C -3.946 -0.691 5.269 -0.2 0.1 -0.2
C -4.929 0.161 4.721 0.6 -0.2 -0.2
C -4.671 0.849 3.526 0.5 -0.5 0.1
C -3.438 0.674 2.874 -0.6 0.3 0.4
H 1.342 -0.560 4.734 -0.1 0.0 0.1
H 2.250 -2.624 5.761 -0.1 -0.1 -0.1
H 1.568 -4.866 4.885 0.0 0.1 -0.1
H 0.121 -5.006 2.835 0.2 0.6 0.4
H -0.792 -2.926 1.846 -0.3 -0.1 -0.3
H 2.033 0.740 2.334 -0.1 0.2 0.3
H 3.379 2.581 3.285 -0.2 0.0 0.2
H 2.379 4.113 4.997 -0.1 -0.2 -0.1
H -0.042 3.881 5.587 0.1 -0.1 -0.2
H -1.435 2.145 4.486 0.1 -0.1 0.0
H -1.934 -1.465 5.076 0.1 0.0 0.1
H -4.166 -1.267 6.174 0.0 0.3 -0.3
H -5.898 0.256 5.210 0.2 0.0 -0.1
H -5.412 1.501 3.087 -0.2 0.0 0.0
H -3.247 1.151 1.895 -0.1 -0.2 0.7
```
Positions in Å, forces in eV/Å.

Values from the calculation:
2S+1: 3
LUMO (spin up / spin down): -0.92 / -1.08 eV
Orbital gap (spin up / spin down): 6.66 / 6.70 eV
Total charge: 0

Atomic partial charges in e from the Mulliken method, atoms 1 to 4: 0.335, -0.217, -1.169, 0.320

***

Record 3
Density functional theory data (ωB97M-V with the def2-TZVPD basis set) for an isolated molecule of C4H7NO2.

The geometry in XYZ format:
```
14
Properties=species:S:1:pos:R:3:forces:R:3
N 1.832 -0.447 -0.622 0.0 -0.1 0.1
C 0.643 -0.237 0.143 -0.1 -0.2 -0.1
O 0.956 0.285 1.379 -0.1 0.1 0.0
C -0.563 -1.071 -0.022 0.0 -0.2 0.1
C -0.579 0.332 -0.638 -0.1 0.2 -0.1
C -1.361 1.373 0.024 0.0 -0.1 0.3
O -1.565 1.394 1.230 0.1 0.0 -0.4
H 1.825 -1.346 -1.087 0.0 0.0 0.1
H 2.627 -0.418 0.003 0.0 0.1 0.0
H 0.132 0.628 1.771 0.1 0.0 0.0
H -1.196 -1.185 0.857 0.1 0.0 -0.1
H -0.569 -1.912 -0.709 0.1 0.2 0.0
H -0.440 0.415 -1.712 0.0 0.0 0.2
H -1.742 2.189 -0.619 0.0 -0.1 0.1
```
Positions in Å, forces in eV/Å.

Values from the calculation:
LUMO: 0.74 eV
Orbital gap: 9.72 eV
SMILES: N[C@]1(O)C[C@H]1C=O
Total charge: 0

Atomic partial charges in e from the Mulliken method, atoms 1 to 4: -0.609, 0.793, -0.580, -0.864

***

Record 4
Density functional theory data (ωB97M-V with the def2-TZVPD basis set) for an isolated molecule of C4H6O at a distorted geometry.

The geometry in XYZ format:
```
11
Properties=species:S:1:pos:R:3:forces:R:3
O 0.558 -1.369 1.111 1.3 -1.4 1.3
C 1.208 -0.164 0.829 -0.2 -0.4 0.2
C 0.530 0.645 0.068 -1.5 -2.0 0.0
C -0.900 -0.140 -0.293 0.0 0.6 -0.2
C -0.505 1.169 -0.795 -0.5 0.8 -0.7
H 0.775 -1.971 0.393 0.0 -0.2 0.1
H 2.159 -0.105 1.347 0.0 0.5 -0.2
H -0.930 -1.015 -0.957 0.5 0.6 0.2
H -1.614 -0.241 0.527 0.5 0.4 -0.2
H -0.226 1.190 -1.836 -0.1 0.5 -0.3
H -1.055 2.001 -0.394 0.0 0.6 -0.3
```
Positions in Å, forces in eV/Å.

Values from the calculation:
LUMO: 0.99 eV
Orbital gap: 9.71 eV
SMILES: OC=C1CC1
Total charge: 0

Atomic partial charges in e from the Mulliken method, atoms 1 to 4: -0.528, -0.338, 0.036, -0.527

***

Record 5
Density functional theory data (ωB97M-V with the def2-TZVPD basis set) for a cluster of 2 separate species, C4H6BrNO2 in total at a distorted geometry.

The geometry in XYZ format:
```
14
Properties=species:S:1:pos:R:3:forces:R:3
C -0.436 -0.933 -0.304 1.4 4.6 1.5
C -0.623 0.401 -0.997 0.0 -1.8 2.7
C -1.434 0.218 0.155 -0.4 -2.9 -0.8
C 0.857 -1.337 0.403 -0.3 -1.5 -0.2
N 1.211 2.021 0.096 0.2 -0.3 -0.7
O 0.883 2.713 1.012 0.6 -0.4 -0.7
O 2.191 1.922 -0.601 -1.0 0.5 1.2
Br -3.380 -0.461 0.069 0.8 0.5 -0.4
H -0.814 -1.781 -0.701 -2.0 -2.2 -1.5
H -0.622 0.903 -1.887 0.0 1.0 -2.1
H -1.495 0.688 1.093 0.7 0.8 0.9
H 1.412 -2.032 -0.314 -0.9 0.3 1.4
H 0.669 -1.721 1.445 0.1 -0.3 -1.3
H 1.582 -0.600 0.533 0.9 1.9 0.2
```
Positions in Å, forces in eV/Å.

Values from the calculation:
LUMO (spin up / spin down): -1.74 / -1.21 eV
Orbital gap (spin up / spin down): 7.31 / 8.63 eV
Total charge: 0

Atomic partial charges in e from the Mulliken method, atoms 1 to 4: -0.107, -0.471, -0.205, -1.175

***

Record 6
Density functional theory data (ωB97M-V with the def2-TZVPD basis set) for a structure of composition C10H8F6N4O4PdS4 at a distorted geometry.

The geometry in XYZ format:
```
37
Properties=species:S:1:pos:R:3:forces:R:3
Pd -0.418 0.576 0.128 -0.8 0.4 1.6
C -5.452 2.216 -0.294 0.0 0.0 0.0
S -4.807 2.143 1.387 0.0 -0.1 0.0
C -3.262 1.345 1.202 -0.2 0.2 0.0
S -2.683 0.902 -0.384 0.2 -0.2 -0.1
N -2.665 1.118 2.327 0.7 -0.1 -0.3
N -1.400 0.605 2.110 -0.6 0.2 0.0
C -0.846 -0.024 3.060 0.3 -0.2 0.1
C 0.475 -0.618 2.798 -0.3 0.2 0.1
C 1.188 -1.275 3.781 0.1 -0.1 0.1
C 2.414 -1.833 3.450 0.0 0.0 0.1
C 2.877 -1.714 2.153 0.0 0.0 0.0
C 2.101 -1.037 1.223 0.0 0.0 0.0
N 0.928 -0.500 1.543 0.1 -0.2 -0.2
H -6.448 2.644 -0.191 0.0 0.0 0.0
H -5.533 1.225 -0.732 0.0 0.0 0.0
H -4.847 2.860 -0.927 0.0 0.0 0.0
H -1.353 -0.153 4.012 0.1 0.0 0.0
H 0.785 -1.346 4.783 0.0 0.0 0.0
H 2.995 -2.357 4.197 0.0 0.0 0.0
H 3.826 -2.134 1.853 0.0 0.0 0.0
H 2.417 -0.917 0.197 0.0 0.0 0.0
F 3.861 1.289 -2.566 -0.1 0.1 0.0
C 2.724 1.953 -2.759 0.1 0.1 0.0
F 2.903 3.231 -2.430 0.0 -0.1 -0.1
F 2.375 1.867 -4.035 0.0 0.0 0.0
S 1.393 1.279 -1.700 0.1 -0.2 -0.2
O 0.177 1.987 -2.029 0.3 -0.1 -0.2
O 1.852 1.491 -0.327 -0.2 -0.2 -0.5
N 1.458 -0.234 -2.134 -0.3 0.1 0.3
S 0.203 -1.231 -2.084 0.2 0.3 -0.4
O -1.011 -0.688 -2.623 0.2 -0.1 0.1
O 0.124 -1.955 -0.839 0.1 0.0 -0.2
C 0.811 -2.447 -3.313 0.0 -0.1 -0.1
F 1.098 -1.856 -4.467 -0.1 -0.1 0.1
F -0.161 -3.339 -3.503 0.1 0.0 0.0
F 1.899 -3.075 -2.867 -0.1 0.0 0.0
```
Positions in Å, forces in eV/Å.

Values from the calculation:
2S+1: 3
LUMO (spin up / spin down): -1.12 / -2.47 eV
Orbital gap (spin up / spin down): 7.85 / 6.45 eV
Total charge: 0

Atomic partial charges in e from the Mulliken method, atoms 1 to 4: 0.057, -0.877, -0.005, 0.663

***

Record 7
Density functional theory data (ωB97M-V with the def2-TZVPD basis set) for an isolated molecule of C3H5ClO3 at a distorted geometry.

The geometry in XYZ format:
```
12
Properties=species:S:1:pos:R:3:forces:R:3
C 0.934 0.130 -0.817 -2.1 -0.2 1.9
C 0.001 -0.888 -0.293 -2.4 0.7 -0.2
O -0.008 -2.082 -0.289 0.5 -0.6 0.1
C -1.280 -0.218 0.457 0.6 2.0 1.1
O -1.949 -1.099 1.276 2.5 -1.2 -1.7
O -0.728 1.018 1.205 -1.3 -2.9 -1.7
Cl -2.466 0.377 -0.876 0.9 -0.2 0.9
H 0.354 0.919 -1.269 0.1 0.0 -0.9
H 0.964 0.555 0.183 1.6 0.8 0.3
H 1.834 -0.224 -1.210 1.2 -0.3 -0.8
H -1.474 -2.002 1.011 -1.3 2.0 0.7
H -1.350 1.232 1.905 -0.3 -0.1 0.1
```
Positions in Å, forces in eV/Å.

Values from the calculation:
LUMO: 0.60 eV
Orbital gap: 11.18 eV
SMILES: CC(=O)C(O)(O)Cl
Total charge: 0

Atomic partial charges in e from the Mulliken method, atoms 1 to 4: -1.168, 0.650, -0.566, 0.531

***

Record 8
Density functional theory data (ωB97M-V with the def2-TZVPD basis set) for a structure of composition C23H25N12S2Zn.

The geometry in XYZ format:
```
63
Properties=species:S:1:pos:R:3:forces:R:3
Zn -0.684 0.069 0.060 0.2 -0.1 0.2
C -3.420 3.403 1.263 0.0 0.1 -0.1
C -2.326 2.544 0.719 0.0 0.3 -0.2
N -2.064 1.367 1.128 0.0 -0.2 -0.1
N -2.867 0.817 2.073 0.1 -0.1 0.0
C -2.346 -0.258 2.623 0.0 0.0 0.1
N -3.152 -0.922 3.479 0.1 0.0 0.0
S -0.751 -0.908 2.354 -0.1 0.1 -0.2
C -1.467 3.024 -0.393 0.0 -0.2 0.1
C -1.299 4.375 -0.646 0.0 0.2 -0.1
C -0.459 4.770 -1.675 0.0 0.1 0.0
C 0.171 3.805 -2.443 0.0 0.1 -0.1
C -0.057 2.478 -2.137 -0.2 -0.2 0.1
N -0.852 2.085 -1.134 0.1 0.0 -0.1
H -4.060 2.808 1.905 0.0 0.0 0.0
H -4.008 3.833 0.449 0.0 0.0 0.0
H -3.015 4.231 1.852 0.0 0.0 0.0
H -4.026 -0.499 3.746 0.0 0.0 0.0
H -2.763 -1.651 4.046 0.0 0.0 0.0
H -1.814 5.109 -0.039 0.1 0.0 0.0
H -0.299 5.822 -1.876 0.0 -0.1 0.0
H 0.824 4.070 -3.265 -0.1 0.0 0.1
H 0.392 1.690 -2.731 0.0 0.0 0.1
N -3.701 0.809 -1.623 0.1 -0.1 0.2
C -3.644 -0.401 -1.049 0.2 0.1 0.0
N -4.788 -1.017 -0.787 0.0 -0.1 0.0
C -4.663 -2.255 -0.315 -0.1 -0.1 0.1
N -5.778 -2.902 0.041 0.1 0.0 0.0
N -3.498 -2.930 -0.184 0.0 0.0 0.0
C -2.431 -2.215 -0.438 0.1 0.1 -0.1
N -2.412 -0.926 -0.812 -0.2 -0.1 0.1
C -1.104 -2.897 -0.381 0.0 0.2 -0.1
C -1.022 -4.268 -0.245 -0.1 -0.1 0.0
C 0.230 -4.861 -0.290 0.0 -0.1 0.0
C 1.341 -4.060 -0.478 0.0 0.0 0.0
C 1.165 -2.689 -0.586 -0.1 0.1 0.1
N -0.032 -2.112 -0.530 0.0 0.0 -0.1
H -4.600 1.228 -1.780 0.0 0.0 0.0
H -2.850 1.303 -1.824 0.0 0.0 0.0
H -6.667 -2.453 -0.080 0.0 0.0 0.0
H -5.717 -3.850 0.366 0.0 0.0 0.0
H -1.929 -4.840 -0.112 0.0 0.0 0.0
H 0.333 -5.933 -0.187 0.0 0.0 0.0
H 2.335 -4.482 -0.540 0.0 0.0 0.0
H 2.011 -2.026 -0.711 0.0 0.0 0.0
N 2.151 0.793 2.335 -0.3 0.0 0.0
C 2.737 0.610 1.145 0.0 0.1 0.0
S 1.843 0.625 -0.302 -0.1 0.0 0.3
N 4.075 0.474 1.197 0.0 0.0 -0.3
C 5.051 0.149 0.204 -0.1 0.0 0.0
C 4.953 0.489 -1.139 0.0 0.1 0.0
C 5.978 0.131 -2.006 0.0 0.0 0.0
C 7.099 -0.543 -1.550 0.0 0.0 0.0
C 7.202 -0.857 -0.202 0.0 0.0 0.0
C 6.183 -0.514 0.670 0.0 0.0 0.1
H 1.137 0.753 2.404 0.1 -0.1 -0.1
H 2.667 0.661 3.190 0.0 0.0 0.0
H 4.457 0.462 2.128 0.1 0.0 0.1
H 4.101 1.038 -1.504 0.0 0.0 0.0
H 5.898 0.399 -3.052 0.0 0.0 0.0
H 7.892 -0.815 -2.235 0.0 0.0 0.0
H 8.076 -1.374 0.175 0.0 0.0 0.0
H 6.264 -0.766 1.724 0.0 0.0 -0.1
```
Positions in Å, forces in eV/Å.

Values from the calculation:
LUMO: -2.57 eV
Orbital gap: 7.85 eV
Total charge: +1

Atomic partial charges in e from the Mulliken method, atoms 1 to 4: 0.797, -1.766, 0.435, 0.886

***

E_tot, record by record: -37570.372 -75525.065 -9845.404 -6288.749 -79865.559 -87772.834 -21855.953 -112226.657 eV